The following is a DFT calculation (the ωB97M-V functional and the def2-TZVPD basis) of a cluster of 2 separate species, C9H14 in total in a non-equilibrium geometry.

Structure (XYZ):
```
23
Properties=species:S:1:pos:R:3:forces:R:3
C 2.3804 0.0857 -1.0806 -0.470 0.804 -0.641
C 1.2768 0.9986 -0.6110 -0.415 0.956 -0.079
C 1.0998 2.2819 -1.1552 0.166 -0.967 0.578
C 0.0502 3.0633 -0.6950 0.634 0.935 -0.243
C -0.7551 2.7057 0.3710 0.209 -0.783 0.413
C -0.5708 1.4468 0.9582 0.144 1.387 -0.397
C 0.4156 0.6465 0.4206 0.428 -1.375 0.153
H 3.3324 0.6017 -0.9999 0.311 -0.199 0.520
H 2.2966 -0.0472 -2.1641 -0.232 -0.391 0.116
H 2.3396 -0.8637 -0.5629 0.312 -0.148 0.007
H 1.8709 2.6493 -1.8266 -0.438 0.157 -0.272
H -0.0253 4.0647 -1.0970 -0.182 0.088 -0.056
H -1.4238 3.4253 0.8177 -0.247 0.011 -0.163
H -1.1021 1.2054 1.8713 -0.053 -0.325 -0.219
H 0.5757 -0.3465 0.8216 -0.051 -0.062 0.292
C -1.0266 -3.3612 0.4195 0.078 0.938 1.157
C -1.8839 -2.1095 0.7641 -0.717 -0.927 -0.125
H -1.0471 -4.0409 1.2727 -0.026 -0.127 -0.096
H -1.4015 -3.9044 -0.4340 0.191 0.038 -0.403
H 0.0149 -3.0474 0.3250 -0.004 -0.314 -0.423
H -2.8380 -2.1925 0.2267 0.165 0.291 0.113
H -2.1463 -2.1091 1.8242 0.112 0.092 -0.012
H -1.4324 -1.1525 0.5337 0.086 -0.076 -0.220
```
Positions in Å, forces in eV/Å.

Computed properties:
Total energy (eV): -9559.7048
SMILES: Cc1ccccc1.CC
ΔE to the lowest compared entry with this formula, charge and spin (kJ/mol): 45.99
Molecular weight (g/mol): 122.2
HOMO-LUMO gap (eV): 10.0
HOMO level (eV): -9.006
Charge: 0